ORCA calculation (ωB97M-V with the def2-TZVPD basis set) on a molecular structure, C3H7N5 at a distorted geometry.

Results
E_tot	-10666.237	eV
relative energy (zero: lowest compared OMol25 entry of this formula, charge and spin)	202.1	kcal per mole
max |F|	7.86	eV Å⁻¹
charge	0

```
15
Properties=species:S:1:pos:R:3:nbo_charge:R:1
C 0.71 0.18 0.56 0.29
C -0.19 0.17 1.61 -0.21
C -1.47 0.40 -0.24 0.51
H 2.42 0.65 1.89 0.41
H 2.66 0.63 -0.39 0.38
H -0.43 0.25 2.69 0.24
H -2.30 -0.59 1.37 0.35
H -1.69 0.01 -1.98 0.36
H 0.52 -1.76 -1.40 0.37
H 1.09 -0.48 -2.41 0.35
N 2.23 0.04 0.77 -0.84
N -1.55 0.66 1.05 -0.53
N -2.31 0.39 -1.26 -0.67
N 0.07 0.24 -0.66 -0.34
N 0.26 -0.78 -1.61 -0.68
```